Record 1
Formula: C54H130N18O20
Source: the Open Molecules 2025 dataset
Level of theory: the ωB97M-V functional and the def2-TZVPD basis

The geometry in ORCA input format:
```
! RIJCOSX wB97M-V def2-TZVPD def2/J DEFGRID3
* xyz 0 1
C -1.63645 5.54502 -3.25156
C -2.66207 4.41543 -3.39090
O -2.60954 3.36332 -2.73229
N -3.71064 4.66668 -4.22584
C -4.70611 3.66556 -4.59081
H -1.94463 6.46121 -3.82823
H -0.78596 5.23361 -3.86768
H -1.42974 5.72050 -2.20872
H -3.79283 5.59824 -4.66390
H -5.12371 3.22872 -3.68952
H -4.29961 2.90111 -5.19928
H -5.54178 4.06902 -5.15101
C 5.15237 -3.39542 2.01057
C 3.94800 -3.00526 1.17655
O 2.86538 -3.10908 1.70108
N 4.15401 -2.71403 -0.15456
C 5.48676 -2.42849 -0.76553
H 5.11191 -2.79205 2.90673
H 6.11451 -3.28051 1.46932
H 4.98178 -4.34730 2.43513
H 3.39731 -2.23155 -0.64480
H 6.03213 -3.33533 -0.83027
H 6.00117 -1.77257 -0.04719
H 5.39531 -2.07026 -1.78346
C 1.14672 -5.25906 -0.58043
C 0.06027 -6.27794 -0.26476
O -0.31926 -7.14255 -1.02018
N -0.26407 -6.21450 1.05106
C -1.21723 -7.17032 1.70033
H 0.66082 -4.49208 -1.21219
H 1.84940 -5.82647 -1.21508
H 1.55090 -4.84783 0.31457
H -0.08225 -5.40924 1.54589
H -0.92099 -8.19642 1.44355
H -2.19497 -7.01086 1.22345
H -1.21997 -7.07807 2.78153
C -2.20351 6.17430 5.63430
C -3.22980 7.28958 5.20570
O -3.49941 7.57484 4.06646
N -3.87530 7.87263 6.26328
C -5.09408 8.75946 6.05540
H -1.34792 6.41740 5.11282
H -2.55851 5.18978 5.31425
H -2.03197 6.10728 6.73026
H -3.73425 7.46701 7.15939
H -5.52508 8.34269 5.12561
H -4.80557 9.82300 5.93355
H -5.80405 8.59464 6.86265
C 3.16698 -0.96436 4.27304
C 3.98373 0.10838 3.59787
O 4.92397 0.73848 4.10975
N 3.67823 0.40764 2.33907
C 4.39046 1.40513 1.54550
H 3.83685 -1.78415 4.47574
H 2.34048 -1.21211 3.67544
H 2.80739 -0.63897 5.26032
H 2.86113 0.12596 1.82225
H 5.46229 1.33267 1.53723
H 4.07591 2.38015 1.95222
H 4.07684 1.35493 0.53362
C 6.16831 0.87275 -2.87779
C 4.82466 1.38891 -2.41795
O 4.77609 2.47226 -1.92492
N 3.74448 0.69231 -2.69964
C 2.45670 1.33530 -2.53325
H 6.65794 1.73176 -3.36036
H 6.02026 -0.04089 -3.43268
H 6.81022 0.60701 -2.03271
H 3.79101 -0.07105 -3.33775
H 2.10829 1.74071 -3.49183
H 2.45392 2.05536 -1.76698
H 1.70858 0.55510 -2.30282
C 2.81733 -7.22273 2.36113
C 1.89431 -8.43420 2.18338
O 1.32096 -8.86257 3.13664
N 1.74464 -8.88562 0.84211
C 0.91410 -10.04620 0.56172
H 3.82336 -7.60861 2.54603
H 2.58531 -6.71190 3.31656
H 2.85398 -6.57644 1.53490
H 2.28251 -8.42076 0.14673
H 0.09764 -10.14008 1.32823
H 1.48053 -10.96818 0.57114
H 0.46035 -9.90493 -0.44067
C -0.74532 -0.98780 4.26973
C -0.00308 -0.44724 5.44184
O 0.57800 -1.06263 6.36766
N 0.01882 0.89528 5.41649
C 0.61491 1.63659 6.49485
H -1.27466 -0.32915 3.60494
H -1.53677 -1.63802 4.65216
H -0.08898 -1.59232 3.66982
H -0.39440 1.40622 4.64602
H 1.68958 1.76966 6.39616
H 0.40390 1.02434 7.40093
H 0.21545 2.65600 6.41728
C -4.47117 2.78469 3.37691
C -4.45490 1.51439 2.68072
O -5.25499 0.62448 2.85829
N -3.41027 1.32489 1.82093
C -3.29627 0.07764 1.18306
H -4.92696 3.56055 2.79727
H -3.45408 3.13723 3.42110
H -4.97620 2.78774 4.35786
H -2.61218 1.93715 1.78883
H -2.92278 -0.63877 1.93449
H -2.72109 0.16142 0.25552
H -4.33388 -0.30335 0.94842
C 0.73235 -1.97032 -3.60692
C 0.57488 -0.86104 -4.57492
O 1.34763 -0.66128 -5.48729
N -0.33287 0.07827 -4.12110
C -0.53249 1.36859 -4.68690
H 1.10300 -2.87393 -4.10860
H -0.16111 -2.10882 -2.98633
H 1.46290 -1.55038 -2.95481
H -1.05372 -0.23733 -3.48985
H -0.37021 2.17180 -3.92719
H -1.49335 1.52107 -5.20120
H 0.33359 1.43426 -5.37397
C -4.63527 5.08602 -0.36072
C -3.91861 6.43716 -0.22001
O -3.12049 6.78552 -1.05425
N -4.25883 7.26526 0.78590
C -3.81827 8.58419 1.07324
H -5.36717 5.00329 0.40301
H -3.92345 4.30898 -0.08055
H -4.94734 4.85699 -1.37051
H -4.75334 6.76511 1.49997
H -3.69648 9.03107 0.07107
H -2.92032 8.53761 1.64303
H -4.54580 9.00180 1.74788
C 4.31030 4.96960 0.41279
C 2.95933 5.35125 -0.07496
O 2.19413 5.88641 0.69613
N 2.59315 4.94865 -1.29100
C 1.29624 5.18597 -1.81730
H 4.93933 4.30459 -0.23934
H 4.14511 4.41108 1.33137
H 4.91063 5.76876 0.71492
H 3.20557 4.27547 -1.79735
H 0.52776 4.49377 -1.56293
H 1.35454 5.33469 -2.92436
H 0.88788 6.13682 -1.39476
C -0.34659 -4.96279 5.69498
C 0.19911 -4.55122 4.38182
O -0.48857 -4.50567 3.36811
N 1.49326 -4.19320 4.39657
C 2.33070 -4.24265 5.60902
H -1.37497 -5.32596 5.56957
H -0.53057 -4.10454 6.31379
H 0.20899 -5.67258 6.32594
H 1.94927 -3.70277 3.57960
H 3.30989 -4.29402 5.21138
H 2.23271 -5.16469 6.20028
H 2.16633 -3.30891 6.22492
C 3.80509 -4.27231 -4.60588
C 4.26341 -2.87798 -4.87074
O 4.22974 -2.03051 -3.97761
N 4.75291 -2.60207 -6.11344
C 5.13146 -1.27299 -6.45644
H 3.94156 -4.64178 -3.61940
H 4.25188 -5.01596 -5.32888
H 2.73220 -4.37252 -4.70007
H 4.91969 -3.39363 -6.71957
H 5.13490 -1.13513 -7.53195
H 6.10340 -1.08913 -5.96536
H 4.35721 -0.60826 -6.01956
C -0.98659 -5.82089 -4.48027
C -1.90836 -4.88326 -3.70424
O -2.42604 -3.84477 -4.23212
N -2.01382 -5.16531 -2.37763
C -2.97108 -4.59247 -1.46742
H -0.71044 -5.38250 -5.49466
H -1.44966 -6.76118 -4.64207
H -0.03142 -5.91958 -3.92214
H -1.60970 -6.04579 -2.10943
H -3.85266 -5.22125 -1.50628
H -3.29506 -3.59019 -1.78715
H -2.51899 -4.46414 -0.45085
C 1.59791 3.31881 2.88841
C 0.10746 3.65294 2.76718
O -0.74549 2.86349 3.13365
N -0.23659 4.83585 2.24929
C -1.58232 5.25398 2.10378
H 2.21393 4.13150 2.53368
H 1.78796 2.45453 2.26755
H 1.72962 3.15254 3.95338
H 0.59430 5.39272 1.90949
H -2.16340 4.88250 1.24924
H -1.63502 6.34728 2.06231
H -2.14566 4.97174 3.00305
C -2.75587 -1.13068 -6.52192
C -3.86088 -0.57426 -5.68318
O -3.98796 0.64058 -5.60762
N -4.66567 -1.46499 -5.13609
C -5.86057 -0.97153 -4.39500
H -1.80305 -0.83604 -6.04174
H -2.96266 -0.67442 -7.49303
H -2.77581 -2.28671 -6.55586
H -4.32376 -2.41706 -5.08957
H -5.61869 -0.69033 -3.35572
H -6.62453 -1.73674 -4.48206
H -6.15732 -0.04402 -4.93403
C -0.07733 -1.75062 0.12155
C 0.40816 -0.30521 0.07111
O 1.35595 0.12441 0.71126
N -0.30247 0.57611 -0.65155
C -0.21953 1.97648 -0.39076
H -0.52864 -1.89601 1.09671
H 0.65247 -2.53008 -0.03117
H -0.85184 -1.91856 -0.58381
H -0.98895 0.27299 -1.31392
H -0.95752 2.47558 -1.03059
H 0.72762 2.41804 -0.71242
H -0.44641 2.25106 0.69218
O -4.23103 1.17175 -3.07450
H -4.34299 0.94420 -4.01118
H -3.53401 1.87134 -3.02792
O -2.61230 -1.07076 -2.42998
H -2.69113 -1.59572 -3.25103
H -3.29446 -0.27878 -2.61186
*
```

Values from the calculation:
M, g mol⁻¹: 1351.74
E_HOMO, Ha: -0.31810
E, Eh: -4626.2824
Orbital gap, Ha: 0.3293

Mulliken atomic charge list, values in e, 8 entries: C -1.0544; C 0.1209; O -0.1984; N -0.0814; C -1.2875; H 0.5781; H 0.2882; H -0.0039

---

Record 2
Formula: C8H5BrF4O2
Source: the Open Molecules 2025 dataset
Level of theory: the ωB97M-V functional and the def2-TZVPD basis

The geometry in ORCA input format:
```
! RIJCOSX wB97M-V def2-TZVPD def2/J DEFGRID3
* xyz 0 1
C 2.43336 -1.52790 0.14148
C 2.23092 -0.15202 0.10499
C 1.37814 -2.38880 0.07502
C 0.95463 0.36522 -0.04994
C -0.09097 -0.52031 -0.19378
C 0.13441 -1.92384 -0.19832
C -2.78890 0.71407 -0.22475
C 0.61198 1.77776 0.15673
O -2.41934 1.66296 0.59565
O -2.88980 0.83574 -1.49622
F -0.82817 -2.83449 -0.53880
F 1.68501 2.60711 0.23761
F -0.28810 2.35440 -0.65541
F -0.06613 1.85531 1.39181
Br -3.78594 -0.66635 0.47149
H 3.34089 -1.83304 0.46675
H 3.01852 0.50506 0.05209
H 1.37568 -3.48979 0.15162
H -1.91586 1.37021 1.33148
H -2.09035 1.28869 -1.81949
*
```

Values from the calculation:
M, g mol⁻¹: 289.02
E_HOMO, Ha: -0.28082
E, Eh: -3431.6629
Orbital gap, Ha: 0.2453

Mulliken atomic charge list, values in e, 8 entries: C -0.7557; C -0.5713; C -0.2114; C -0.0991; C 0.0028; C -0.0868; C 0.5148; C 0.9323

---

Record 3
Formula: C7H14NO12V
Source: the Open Molecules 2025 dataset
Level of theory: the ωB97M-V functional and the def2-TZVPD basis

The geometry in ORCA input format:
```
! RIJCOSX wB97M-V def2-TZVPD def2/J DEFGRID3
* xyz -2 1
O 0.06249 1.11401 -2.65056
V 0.64552 0.09426 -1.53741
O 1.72121 0.92481 -0.65394
O 0.04579 -2.35519 2.06761
C 0.58351 -2.77043 0.82033
O 1.22864 -1.91563 0.17846
O 0.36768 -3.95717 0.53699
H -0.50851 -3.13471 2.21110
O -2.00325 -2.65204 -3.40995
C -0.66668 -2.51157 -3.02524
O 0.14877 -3.26470 -3.50424
O -0.49153 -1.54001 -2.19464
H -2.45292 -2.01169 -2.84678
O 2.90561 0.93818 -3.66506
C 3.01184 -0.44976 -3.54325
O 3.31399 -1.03473 -4.60631
O 2.83736 -0.97295 -2.41805
H 3.04658 0.99029 -4.61893
C -2.56155 1.22740 1.37095
C -1.15645 1.41042 0.81251
C -0.11051 1.45415 1.91906
O -0.58835 2.26512 3.00924
C 0.44437 2.61742 3.91310
N -0.85671 0.17394 0.01784
H -3.33392 1.12559 0.61051
H -2.83403 1.96157 2.13240
H -2.55920 0.31445 1.98352
H -1.07205 2.29874 0.18865
H 0.83465 1.79690 1.49065
H 0.02053 0.46956 2.38510
H 1.33941 1.99221 3.91522
H 0.00811 2.52978 4.91202
H 0.70202 3.65657 3.68985
H -1.71346 -0.33894 -0.16428
H -0.35897 -0.44584 0.67352
*
```

Values from the calculation:
M, g mol⁻¹: 355.13
E_HOMO, Ha: -0.08245
E, Eh: -2176.9409
Orbital gap, Ha: 0.2460

Mulliken atomic charge list, values in e, 8 entries: O -0.6728; V 1.0612; O -0.4363; O -0.4711; C 0.7114; O -0.6335; O -0.7394; H 0.2549

---

Record 4
Formula: C22H27Br2N5OS
Source: the Open Molecules 2025 dataset
Level of theory: the ωB97M-V functional and the def2-TZVPD basis

The geometry in ORCA input format:
```
! RIJCOSX wB97M-V def2-TZVPD def2/J DEFGRID3
* xyz 0 1
H 0.98336 -1.86996 -4.67726
N 1.12785 -0.83533 -4.77643
C 2.47951 -0.59653 -4.74088
N 3.42485 -1.78772 -4.58792
N 3.09124 0.78971 -4.82260
C 2.61938 1.51225 -3.57989
C 3.55139 1.00777 -2.32950
C 2.74132 1.25825 -0.90174
C 1.78174 -0.02460 -0.46976
C 1.16893 0.34424 1.01645
C -0.27636 1.16684 1.02627
C -0.92985 1.53064 2.52318
C -0.22422 1.15060 3.95738
C 1.20939 0.33906 3.94361
C 1.90941 -0.03502 5.37783
C 1.83606 -0.05106 2.46092
C 3.26375 -0.92389 2.47076
Br 5.01727 -0.14756 3.10335
C 3.10892 -2.35733 1.99505
C 4.46159 -3.33081 2.00199
Br 1.38088 -3.17835 1.39349
S -2.62069 2.41722 2.41577
C -3.45889 1.45065 0.99473
C -2.43204 1.12563 -0.28564
C -3.05540 0.27512 -1.57113
C -4.62636 -0.22825 -1.50632
C -5.64275 0.07938 -0.21457
C -7.15314 -0.54380 -0.33106
N -8.20704 0.15616 0.49650
C -5.02825 0.94645 1.03332
O -5.88513 1.24706 2.19329
N -0.98992 1.58058 -0.26742
H 3.16574 -2.35260 -3.74300
H 3.18695 -2.40577 -5.41053
H 2.77710 1.30855 -5.67558
H 1.49744 1.32287 -3.29702
H 2.83460 2.65618 -3.74374
H 3.96576 -0.08685 -2.43240
H 4.50650 1.71618 -2.31320
H 3.48569 1.43172 -0.00238
H 2.01916 2.17833 -1.06609
H 0.88783 -0.12531 -1.25368
H 2.36081 -1.05348 -0.50499
H -0.79972 1.48123 4.94427
H 3.07435 0.21516 5.36761
H 1.42527 0.52483 6.29980
H 1.72039 -1.19388 5.57597
H 5.39889 -2.70144 1.67992
H 4.59062 -3.66721 3.13177
H 4.32444 -4.30465 1.34867
H -2.39273 0.01036 -2.52696
H -5.04958 -0.85846 -2.42769
H -7.53267 -0.64575 -1.45212
H -7.08357 -1.66043 0.08530
H -8.21606 -0.30308 1.43254
H -7.93772 1.16329 0.53746
H -5.88163 2.23889 2.33804
H -0.95467 2.64386 -0.23376
*
```

Values from the calculation:
M, g mol⁻¹: 569.37
SMILES string: [H]/N=C(\N)NCCCCc1c2c(cc(C)c1/C(Br)=C(/C)Br)Sc1c(ccc(CN)c1O)N2
E_HOMO, Ha: -0.29519
E, Eh: -6748.9346
Orbital gap, Ha: 0.2814

Mulliken atomic charge list, values in e, 8 entries: H 0.2527; N -0.5985; C 0.2655; N -0.6289; N -0.3711; C -0.4743; C -0.4392; C -0.4115